C6H10N2 as an isolated structure in a non-equilibrium geometry, computed with the ωB97M-V functional and the def2-TZVPD basis.

```
18
Properties=species:S:1:pos:R:3
C 0.976 -1.337 0.556
C -0.387 -0.738 0.731
C 1.323 -2.025 -0.720
C -0.967 2.341 0.407
C -1.049 -0.056 -0.439
C -1.288 1.248 -0.568
N 2.027 0.457 0.186
N 2.306 -0.160 1.093
H -0.975 -1.631 1.001
H -0.400 -0.119 1.628
H -1.334 -0.707 -1.260
H -1.757 1.581 -1.491
H 1.012 -1.537 -1.650
H 0.783 -2.980 -0.658
H 2.383 -2.271 -0.773
H -0.518 1.976 1.329
H -0.267 3.053 -0.041
H -1.867 2.905 0.668
```

As for the largest force on an atom: 0.020 Eh/bohr. The energy relative to the best compared isomer or geometry (same formula, charge and spin) is 386.6 kJ/mol. As for the total energy: -343.989468 Eh. As for the lowest unoccupied orbital energy (spin up / spin down): 0.0308 / 0.0308 Ha. The charge is 0.

The net atomic charges from Mulliken, expressed in e, are: atom 1 (C): 0.2030, atom 2 (C): -0.8714, atom 3 (C): -1.1826, atom 4 (C): -1.1548, atom 5 (C): -0.0814, atom 6 (C): -0.2140, atom 7 (N): -0.1012, atom 8 (N): -0.0644, atom 9 (H): 0.3753, atom 10 (H): 0.4115, atom 11 (H): 0.3616, atom 12 (H): 0.3572, atom 13 (H): 0.3121, atom 14 (H): 0.3457, atom 15 (H): 0.4004, atom 16 (H): 0.2770, atom 17 (H): 0.2714, atom 18 (H): 0.3544